# 1
Density functional theory data (ωB97M-V/def2-TZVPD) for a structure of composition C28H23F6N5O3SbTb.

- HOMO energy (alpha / beta): -0.17649 / -0.17432 Ha
- Kohn-Sham gap (alpha / beta): 6.23 / 3.49 eV
- LUMO (alpha / beta): 1.430 / -1.257 eV
- Calculated total energy: -88285.6894 eV
- Charge: -1
- Energy relative to the best compared isomer or geometry (same formula, charge and spin): 26.3 kcal/mol
- Spin multiplicity: 8

Last column: Mulliken spin population.
CARTESIAN COORDINATES (ANGSTROEM)
1 Tb -0.69810 -1.02750 -0.04060  5.91
2 C -3.51170 -1.09560 3.33830  0.00
3 O -3.37280 0.10860 4.06910  0.00
4 C -2.47140 1.06330 3.73250  0.01
5 C -2.47350 2.17340 4.55590  -0.01
6 C -1.58290 3.22360 4.36170  0.01
7 C -0.67710 3.17670 3.32670  0.00
8 C -0.63470 2.08650 2.45030  0.01
9 C 0.35730 2.08830 1.42340  0.00
10 N 0.48100 1.23370 0.46290  0.02
11 N 1.58350 1.42770 -0.31560  0.00
12 C 2.13720 0.40930 -0.87340  0.00
13 O 1.66600 -0.83030 -0.78280  0.02
14 C 3.24310 0.63200 -1.82030  0.00
15 C 3.47720 1.90070 -2.34780  0.00
16 C 4.40510 2.06520 -3.35710  0.00
17 C 5.09820 0.97210 -3.85410  0.00
18 C 4.89960 -0.28310 -3.30500  0.00
19 C 3.98230 -0.45490 -2.28610  0.00
20 C -1.52480 0.95980 2.63390  0.00
21 O -1.46000 -0.07090 1.90940  0.02
22 H -4.22930 -1.67900 3.91700  0.00
23 H -2.56990 -1.64220 3.24880  0.00
24 H -3.90070 -0.91900 2.33140  0.00
25 H -3.18630 2.19850 5.36690  0.00
26 H -1.60080 4.06650 5.03510  0.00
27 H 0.02370 3.98900 3.18870  0.00
28 H 1.11730 2.87150 1.49890  0.00
29 H 2.91460 2.73580 -1.96060  0.00
30 H 4.57960 3.04580 -3.77530  0.00
31 H 5.79110 1.10150 -4.67140  0.00
32 H 5.45100 -1.13120 -3.68150  0.00
33 H 3.84180 -1.42670 -1.83560  0.00
34 C 0.43050 -0.89820 -3.61530  -0.02
35 N -0.48950 -0.41050 -2.60730  0.27
36 C -1.31470 0.51000 -2.96860  0.08
37 C -2.21630 1.14100 -2.08490  0.23
38 C -3.12020 2.18300 -2.37390  -0.02
39 C -3.72940 2.50810 -1.17820  0.19
40 C -3.18500 1.64210 -0.22090  0.23
41 N -2.27400 0.82190 -0.74880  -0.07
42 C 0.31220 -2.38960 -3.81050  0.02
43 C -0.85320 -2.92780 -4.34100  0.00
44 C -0.96080 -4.29130 -4.54300  0.00
45 C 0.08070 -5.13160 -4.18840  0.00
46 C 1.23650 -4.60470 -3.64400  0.00
47 C 1.36010 -3.23770 -3.47900  0.00
48 H 1.45010 -0.66760 -3.28820  0.00
49 H 0.26150 -0.39130 -4.58260  0.00
50 H -1.31840 0.87300 -4.00530  0.02
51 H -3.27540 2.62950 -3.33830  0.00
52 H -4.47350 3.26360 -1.00780  0.00
53 H -3.43850 1.60080 0.82410  0.05
54 H -1.67680 -2.27310 -4.59690  0.00
55 H -1.86860 -4.70170 -4.96670  0.00
56 H -0.00960 -6.19800 -4.33570  0.00
57 H 2.04150 -5.25510 -3.33540  0.00
58 H 2.26910 -2.83860 -3.05920  0.00
59 F 1.49400 -0.73900 1.91370  0.00
60 Sb 1.93250 -2.30150 0.66000  0.00
61 F 2.95800 -3.45080 -0.56100  0.00
62 F 3.72480 -1.57290 0.96580  0.00
63 F 2.28320 -3.62990 2.03500  0.00
64 F -0.10590 -2.53060 1.52830  0.01
65 F 0.40140 -2.94910 -0.79010  0.01
66 N -3.65710 -3.03090 -0.34720  0.00
67 C -2.70280 -2.38310 -0.31780  0.00

=====

# 2
Density functional theory data (ωB97M-V/def2-TZVPD) for a structure of composition C23H26BrIrN3O4PSTe.

- HOMO energy (alpha / beta): -0.22030 / -0.22029 Ha
- Kohn-Sham gap (alpha / beta): 4.69 / 4.69 eV
- LUMO (alpha / beta): -1.305 / -1.307 eV
- Calculated total energy: -137231.7118 eV
- Charge: 0
- Energy relative to the best compared isomer or geometry (same formula, charge and spin): 78.5 kcal/mol

Last column: natural (NBO) charge in e.
CARTESIAN COORDINATES (ANGSTROEM)
1 Ir -1.13129 0.07269 0.04758  1.11
2 O -0.77299 1.62021 1.75852  -0.54
3 N -1.14462 1.31368 2.96671  0.01
4 C -0.88458 2.20910 3.93950  0.04
5 C -1.30743 2.03762 5.23260  -0.27
6 C -2.01303 0.88001 5.56166  -0.17
7 C -2.22994 -0.05467 4.58386  -0.23
8 C -1.80137 0.14971 3.26205  0.02
9 S -2.19411 -1.00852 2.07961  -0.18
10 H -0.34267 3.08298 3.61266  0.24
11 H -1.09579 2.79833 5.96748  0.23
12 H -2.38417 0.72719 6.56295  0.22
13 H -2.75803 -0.97496 4.77772  0.24
14 Br -1.19990 -2.09751 -1.77459  0.21
15 C -0.33926 -1.02772 -3.15813  -0.04
16 C -0.35939 -1.50926 -4.43842  -0.26
17 C 0.19934 -0.74768 -5.47269  -0.22
18 C 0.74964 0.47320 -5.19996  -0.16
19 C 0.77479 0.98543 -3.88690  -0.08
20 C 1.29402 2.26609 -3.60195  -0.20
21 C 1.30308 2.74785 -2.32248  -0.20
22 C 0.79541 1.97390 -1.26983  -0.22
23 C 0.21231 0.73720 -1.48736  -0.24
24 C 0.21731 0.22347 -2.81411  -0.08
25 H -0.80621 -2.46711 -4.64812  0.23
26 H 0.18183 -1.13337 -6.48094  0.22
27 H 1.17611 1.07302 -5.99152  0.21
28 H 1.69004 2.85565 -4.41764  0.21
29 H 1.70260 3.72970 -2.10503  0.22
30 H 0.85046 2.36053 -0.26150  0.24
31 C 3.68897 -1.65992 4.69103  -0.62
32 C 3.54553 -2.13560 3.25323  -0.06
33 O 2.31540 -1.66952 2.73072  -0.83
34 P 2.08460 -1.46120 1.16576  2.07
35 O 0.63481 -1.25889 0.96195  -1.15
36 Te 3.46217 0.24176 0.19485  -0.67
37 O 2.55297 -2.91887 0.61690  -0.83
38 C 2.40046 -3.15260 -0.77156  -0.07
39 C 3.72692 -3.54184 -1.40778  -0.63
40 H 4.52778 -2.16709 5.16081  0.21
41 H 2.78020 -1.88773 5.24382  0.21
42 H 3.86168 -0.58736 4.73033  0.21
43 H 3.54570 -3.22985 3.21744  0.17
44 H 4.37799 -1.77107 2.63821  0.20
45 H 2.00258 -2.25190 -1.25505  0.19
46 H 1.66887 -3.95857 -0.88601  0.17
47 H 4.44788 -2.73267 -1.30788  0.23
48 H 3.57585 -3.74832 -2.46440  0.20
49 H 4.13028 -4.43060 -0.92869  0.20
50 C -3.01713 1.50082 -2.99058  -0.66
51 C -3.63338 1.60394 -1.64721  0.40
52 N -3.16640 1.14489 -0.50529  -0.46
53 C -4.07158 1.48851 0.45868  -0.07
54 C -5.10719 2.16159 -0.11039  -0.09
55 N -4.81694 2.22746 -1.44516  -0.50
56 H -2.04449 1.02319 -2.91901  0.26
57 H -2.89056 2.49289 -3.42371  0.23
58 H -3.65379 0.92015 -3.65757  0.23
59 H -3.92832 1.22337 1.48692  0.24
60 H -5.99718 2.58479 0.30796  0.23
61 H -5.38585 2.65350 -2.16007  0.43

=====

# 3
Density functional theory data (ωB97M-V/def2-TZVPD) for an isolated molecule of C4H3NO2.

- HOMO energy: -0.37131 Ha
- Kohn-Sham gap: 8.34 eV
- LUMO: -1.763 eV
- Calculated total energy: -9777.7106 eV
- Charge: 0
- Energy relative to the best compared isomer or geometry (same formula, charge and spin): 91.7 kcal/mol

Last column: natural (NBO) charge in e.
CARTESIAN COORDINATES (ANGSTROEM)
1 N 2.02599 -0.40717 -0.01772  -0.62
2 C 0.81380 -0.08642 -0.01637  0.53
3 C -0.36950 -1.00273 0.16076  -0.65
4 C -1.55782 -0.24095 0.46578  0.10
5 C -1.07372 1.16382 0.04275  0.62
6 O -1.73445 2.14544 -0.09814  -0.45
7 O 0.30677 1.18737 -0.15275  -0.49
8 H 2.63123 0.40781 -0.12426  0.36
9 H -0.18239 -1.98878 0.58564  0.28
10 H -0.85992 -1.17837 -0.84568  0.33

=====

# 4
Density functional theory data (ωB97M-V/def2-TZVPD) for a structure of composition C29H31FIrN4Se.

- HOMO energy (alpha / beta): -0.23541 / -0.23759 Ha
- Kohn-Sham gap (alpha / beta): 4.65 / 4.71 eV
- LUMO (alpha / beta): -1.758 / -1.758 eV
- Calculated total energy: -107433.1268 eV
- Charge: 0
- Energy relative to the best compared isomer or geometry (same formula, charge and spin): 75.5 kcal/mol
- Spin multiplicity: 2

Last column: natural (NBO) charge in e.
CARTESIAN COORDINATES (ANGSTROEM)
1 Ir -0.05352 -0.40617 -0.76947  0.43
2 C 1.90674 3.14824 -2.03291  -0.66
3 C 1.86770 2.26392 -0.81803  0.09
4 C 1.67429 2.78592 0.43469  -0.24
5 C 1.69303 1.96243 1.57601  -0.22
6 C 1.92366 0.61915 1.45318  -0.17
7 C 2.12252 0.04445 0.17773  -0.26
8 C 2.07611 0.86598 -0.95167  -0.33
9 H 1.85254 2.56351 -2.95186  0.21
10 H 2.83101 3.72810 -2.06795  0.23
11 H 1.07988 3.86117 -2.03136  0.21
12 H 1.52521 3.85318 0.54924  0.21
13 H 1.54816 2.39535 2.55516  0.22
14 H 1.98175 -0.00660 2.33267  0.22
15 H 2.51098 -0.96180 0.09427  0.26
16 H 2.39233 0.48189 -1.91281  0.23
17 Se -0.52578 1.15283 -4.69675  1.02
18 N -1.48447 2.61654 -4.38346  -0.62
19 C -1.64329 2.69772 -3.06880  0.13
20 C -2.37396 3.70354 -2.33909  -0.16
21 C -2.41731 3.59070 -0.99018  -0.25
22 C -1.74722 2.50510 -0.30699  0.11
23 N -1.08353 1.56759 -0.92559  -0.43
24 C -1.03368 1.65799 -2.31354  0.23
25 N -0.38376 0.71650 -2.97787  -0.63
26 H -2.86935 4.50457 -2.86604  0.24
27 H -2.95221 4.31497 -0.39376  0.23
28 H -1.77158 2.44997 0.77451  0.21
29 C 0.65342 -3.91750 2.22094  -0.42
30 N -0.58484 -4.39607 1.64745  -0.44
31 C -1.65148 -4.42875 2.62332  -0.40
32 C -0.98838 -3.63686 0.46443  -0.27
33 C 0.11928 -3.52785 -0.55334  0.00
34 C 0.70704 -4.74145 -0.91777  -0.23
35 C 1.76608 -4.81628 -1.79719  -0.25
36 C 2.24663 -3.63319 -2.34796  -0.22
37 C 1.65368 -2.43632 -1.99495  -0.28
38 C 0.57393 -2.31884 -1.09634  -0.20
39 H 0.85685 -4.46278 3.14375  0.19
40 H 0.62272 -2.84176 2.45381  0.16
41 H 1.48328 -4.07732 1.53517  0.22
42 H -1.38262 -5.08092 3.45447  0.20
43 H -2.56054 -4.81865 2.16410  0.20
44 H -1.88728 -3.43091 3.03386  0.15
45 H -1.34903 -2.62304 0.74651  0.19
46 H -1.83999 -4.15787 0.01350  0.20
47 H 0.32305 -5.64328 -0.45960  0.21
48 H 2.21150 -5.77028 -2.04411  0.21
49 H 3.07210 -3.64462 -3.04685  0.20
50 H 2.03276 -1.53664 -2.47059  0.18
51 F 1.34558 1.50700 7.10344  -0.33
52 C 0.65236 1.10598 6.01515  0.39
53 C -0.10730 2.03828 5.32643  -0.29
54 C -0.81063 1.62388 4.21546  -0.17
55 C -0.77217 0.28061 3.77005  -0.14
56 C -1.47817 -0.11983 2.62409  -0.28
57 C 0.00904 -0.62928 4.51959  -0.17
58 C 0.71996 -0.22315 5.62907  -0.28
59 H -0.13491 3.06243 5.67014  0.23
60 H -1.40702 2.33937 3.66512  0.20
61 H -2.08277 0.58450 2.07915  0.17
62 H -1.47910 -1.13534 2.27714  0.19
63 H 0.04736 -1.66216 4.20943  0.22
64 H 1.32135 -0.91393 6.20073  0.23
65 C -1.83539 -1.01429 -0.77905  -0.38
66 H -2.27857 -1.59996 -1.58742  0.16
67 H -2.59483 -0.47840 -0.20362  0.14

=====

# 5
Density functional theory data (ωB97M-V/def2-TZVPD) for a cluster of 2 separate species, CH2N2O in total.

- SMILES string: C#N.N=O
- HOMO energy: -0.32159 Ha
- Kohn-Sham gap: 8.88 eV
- LUMO: 0.129 eV
- Calculated total energy: -6092.4157 eV
- Charge: 0
- Energy relative to the best compared isomer or geometry (same formula, charge and spin): 106.0 kcal/mol

Last column: natural (NBO) charge in e.
CARTESIAN COORDINATES (ANGSTROEM)
1 C 1.42225 -0.49630 0.17485  0.12
2 N 0.72792 0.21980 -0.33497  -0.32
3 H 2.25757 -1.11233 0.62737  0.25
4 N -1.27289 0.62439 0.14315  -0.01
5 O -1.76722 -0.51755 0.17231  -0.31
6 H -1.36763 1.28199 -0.78271  0.27

=====

# 6
Density functional theory data (ωB97M-V/def2-TZVPD) for an isolated molecule of C5H6N2O.

- SMILES string: C1=CC2=NOC[C@@H]2N1
- HOMO energy: -0.30894 Ha
- Kohn-Sham gap: 8.89 eV
- LUMO: 0.480 eV
- Calculated total energy: -10304.3030 eV
- Charge: 0
- Energy relative to the best compared isomer or geometry (same formula, charge and spin): 122.2 kcal/mol

Last column: natural (NBO) charge in e.
CARTESIAN COORDINATES (ANGSTROEM)
1 C 2.12522 0.18046 0.12972  0.03
2 C 1.21421 1.15091 -0.01421  -0.32
3 C -0.10708 0.61903 0.07846  0.15
4 N -1.15899 1.31360 0.02022  -0.05
5 O -2.00764 0.22362 -0.22566  -0.42
6 C -1.34032 -1.09473 0.35829  -0.07
7 C -0.00698 -0.77800 -0.21602  -0.16
8 N 1.36570 -1.11884 0.07423  -0.61
9 H 3.29636 -0.03537 -0.02323  0.24
10 H 1.77126 2.02120 0.11198  0.24
11 H -1.47768 -1.12557 1.44684  0.21
12 H -1.78720 -1.79997 -0.23639  0.20
13 H -0.19085 -1.06699 -1.31275  0.21
14 H 1.69200 -1.61164 -0.85971  0.37